(1)
110
Properties=species:S:1:pos:R:3:lowdin_charge:R:1 method="wB97M-V/def2-TZVPD" lumo_ev=-0.585 homo_lumo_gap_ev=8.455 e_tot_ev=-69668.728 multiplicity=1 relative_energy_kcal_mol=0.00
K -21.052 22.877 -6.106 0.8636
F -23.379 25.940 -8.335 -0.4123
C -20.982 27.063 -4.193 -0.0771
C -21.923 26.916 -5.407 -0.2419
O -21.572 25.790 -6.271 -0.1554
H -19.961 27.328 -4.468 0.0582
H -20.805 26.158 -3.612 0.0688
H -21.274 27.876 -3.528 0.0775
H -21.898 27.845 -5.978 0.1037
H -22.921 26.677 -5.043 0.1073
H -22.246 25.856 -6.952 0.0074
C -26.067 22.050 -5.010 -0.0661
C -24.742 22.337 -4.307 -0.2902
O -23.851 23.035 -5.157 -0.1581
H -25.907 21.435 -5.896 0.0658
H -26.546 22.937 -5.423 0.0530
H -26.746 21.509 -4.351 0.0812
H -24.258 21.412 -3.992 0.1089
H -24.917 22.921 -3.403 0.1101
H -24.281 23.847 -5.433 0.0247
C -24.061 21.859 -8.124 -0.0776
C -23.058 22.370 -9.161 -0.2855
O -22.249 23.359 -8.594 -0.1608
H -24.690 22.637 -7.692 0.0532
H -23.667 21.270 -7.296 0.0657
H -24.782 21.166 -8.559 0.0751
H -23.518 22.762 -10.069 0.1123
H -22.352 21.595 -9.461 0.1142
H -22.616 24.245 -8.640 0.0286
C -28.746 24.132 -8.961 -0.0684
C -28.266 23.266 -7.829 -0.3681
O -28.818 21.990 -7.858 -0.0662
H -29.819 24.312 -8.896 0.0867
H -28.498 23.607 -9.883 0.0752
H -28.208 25.076 -8.868 0.0641
H -28.561 23.683 -6.866 0.1071
H -27.187 23.124 -7.784 0.0943
H -28.552 21.584 -8.686 0.0820
C -27.659 30.534 -8.581 -0.0833
C -26.645 29.465 -8.915 -0.3185
O -26.892 28.851 -10.174 -0.0812
H -27.812 30.684 -7.512 0.0648
H -28.633 30.129 -8.856 0.0727
H -27.452 31.490 -9.061 0.0738
H -26.675 28.761 -8.082 0.0966
H -25.643 29.893 -8.903 0.0903
H -26.435 28.007 -10.186 0.0156
C -25.407 32.599 -5.783 -0.0684
C -24.415 31.549 -6.284 -0.3457
O -24.763 30.261 -5.889 -0.0940
H -26.303 32.506 -6.398 0.0581
H -25.019 33.618 -5.802 0.0712
H -25.647 32.324 -4.756 0.0734
H -23.435 31.680 -5.823 0.1062
H -24.293 31.595 -7.366 0.0967
H -24.294 29.623 -6.432 0.0239
C -21.285 29.183 -8.932 -0.0620
C -22.800 29.333 -8.957 -0.2915
O -23.357 28.709 -7.823 -0.1132
H -20.790 29.786 -8.171 0.0721
H -20.903 29.547 -9.886 0.0761
H -21.015 28.140 -8.769 0.0598
H -23.246 28.966 -9.882 0.0949
H -23.119 30.373 -9.025 0.1064
H -23.342 27.758 -7.955 0.0360
C -26.705 25.468 -11.819 -0.0569
C -25.457 25.386 -10.912 -0.2720
O -25.390 26.502 -9.995 -0.1073
H -27.545 25.389 -11.129 0.0459
H -26.723 24.684 -12.577 0.0769
H -26.758 26.441 -12.306 0.0744
H -24.565 25.426 -11.536 0.0906
H -25.421 24.448 -10.358 0.1016
H -24.694 26.275 -9.374 0.0150
C -23.638 29.579 -13.704 -0.0936
C -23.753 28.390 -12.757 -0.2647
O -22.392 28.114 -12.209 -0.1099
H -23.029 29.330 -14.572 0.0718
H -23.244 30.419 -13.132 0.0709
H -24.587 29.958 -14.083 0.0700
H -24.131 27.551 -13.341 0.1042
H -24.407 28.621 -11.916 0.0902
H -22.453 27.262 -11.771 0.0093
C -20.042 25.145 -11.781 -0.0767
C -20.848 25.646 -10.617 -0.3209
O -22.240 25.679 -10.863 -0.0931
H -18.988 25.071 -11.511 0.0773
H -20.140 25.761 -12.675 0.0765
H -20.470 24.192 -12.094 0.0759
H -20.467 26.646 -10.410 0.1008
H -20.587 25.014 -9.768 0.1044
H -22.688 25.768 -10.019 0.0289
C -18.321 24.965 -5.389 -0.0752
C -17.590 24.274 -6.543 -0.2909
O -18.301 23.102 -6.922 -0.1396
H -18.204 24.341 -4.503 0.0829
H -19.377 25.201 -5.521 0.0271
H -17.858 25.929 -5.177 0.0841
H -16.570 24.027 -6.249 0.1106
H -17.441 24.897 -7.425 0.1147
H -17.965 22.770 -7.757 0.0912
C -26.112 27.161 -5.688 -0.0527
C -26.306 25.801 -6.396 -0.3075
O -25.148 25.077 -6.256 -0.0941
H -27.069 27.675 -5.601 0.0795
H -25.365 27.762 -6.206 0.0477
H -25.804 26.950 -4.664 0.0799
H -26.517 25.897 -7.461 0.1009
H -27.200 25.366 -5.950 0.1046
H -24.544 25.318 -6.962 0.0554

=====

(2)
118
Properties=species:S:1:pos:R:3:lowdin_charge:R:1 method="wB97M-V/def2-TZVPD" lumo_ev=0.133 homo_lumo_gap_ev=8.735 e_tot_ev=-64409.629 multiplicity=1 relative_energy_kcal_mol=0.00 smiles="COC[C@H](C)N.COC[C@H](C)N.COC[C@H](C)N.COC[C@H](C)N.NC(N)=O.NC(N)=O.NC(N)=O.NC(N)=O.CCO.CCO"
C -0.565 -6.076 -4.027 -0.0807
C -1.710 -5.149 -3.629 -0.4178
C -1.310 -3.754 -3.116 -0.2090
O -0.494 -3.036 -4.003 -0.1778
C -0.234 -1.699 -3.642 -0.0922
N -2.520 -5.088 -4.836 0.0293
H -0.064 -6.384 -3.109 0.0680
H 0.271 -5.682 -4.604 0.0844
H -0.930 -7.037 -4.389 0.0799
H -2.365 -5.614 -2.892 0.1307
H -0.890 -3.820 -2.112 0.1173
H -2.250 -3.236 -2.926 0.1226
H 0.392 -1.862 -2.765 0.0662
H -1.109 -1.078 -3.448 0.0861
H 0.426 -1.139 -4.304 0.0959
H -2.229 -4.199 -5.217 0.0602
H -2.041 -5.663 -5.515 0.0529
C -4.984 -2.548 3.267 -0.0803
C -4.850 -1.202 2.722 -0.4782
C -4.987 -0.053 3.728 -0.1820
O -5.349 1.189 3.151 -0.2175
C -5.423 2.314 4.029 -0.0942
N -3.650 -1.149 1.898 0.0652
H -5.107 -3.254 2.446 0.0836
H -5.936 -2.672 3.784 0.0795
H -4.120 -2.780 3.890 0.0932
H -5.647 -1.024 2.000 0.1347
H -4.085 -0.016 4.339 0.1353
H -5.772 -0.378 4.410 0.1202
H -5.599 3.281 3.559 0.0851
H -4.514 2.465 4.610 0.0878
H -6.195 2.177 4.786 0.0836
H -2.840 -1.018 2.486 0.0760
H -3.797 -0.294 1.379 0.0125
C 1.748 4.234 -1.986 -0.0721
C 2.907 4.271 -1.046 -0.4311
C 2.687 3.691 0.376 -0.1678
O 3.688 4.311 1.221 -0.1966
C 3.531 4.112 2.618 -0.1041
N 4.095 3.728 -1.719 0.0448
H 1.385 3.234 -2.223 0.0552
H 2.012 4.735 -2.917 0.0825
H 0.873 4.775 -1.626 0.0819
H 3.040 5.331 -0.828 0.1325
H 2.679 2.602 0.320 0.0961
H 1.748 4.050 0.796 0.1161
H 2.482 4.121 2.915 0.0886
H 3.968 4.922 3.202 0.0840
H 4.097 3.230 2.915 0.0606
H 4.927 3.909 -1.176 0.0552
H 4.051 2.721 -1.775 -0.0144
C 4.421 -1.266 -1.816 -0.0492
C 4.477 0.197 -1.271 -0.4017
C 5.843 0.510 -0.606 -0.1310
O 5.891 -0.021 0.734 -0.2774
C 7.131 0.121 1.388 -0.0694
N 4.216 1.056 -2.382 0.0258
H 4.651 -1.940 -0.991 0.0603
H 5.115 -1.523 -2.617 0.0801
H 3.447 -1.584 -2.189 0.0678
H 3.628 0.329 -0.600 0.1145
H 6.050 1.580 -0.626 0.1208
H 6.687 0.117 -1.172 0.1287
H 6.943 -0.042 2.449 0.1018
H 7.462 1.145 1.218 0.0927
H 7.851 -0.542 0.908 0.0961
H 3.338 0.746 -2.773 0.0925
H 4.923 0.868 -3.077 0.1007
C -3.038 3.033 -3.378 -0.1005
C -2.015 1.939 -3.592 -0.3219
O -0.952 2.485 -2.866 -0.0923
H -3.271 2.953 -2.316 0.0634
H -3.987 3.040 -3.914 0.0670
H -2.692 4.060 -3.496 0.0758
H -1.812 1.718 -4.640 0.1101
H -2.511 1.089 -3.122 0.0867
H -0.817 1.991 -2.054 0.0182
C 0.064 -1.050 -0.007 -0.0510
C 0.449 0.261 -0.709 -0.2893
O -0.718 0.992 -0.699 -0.1125
H -0.566 -1.728 -0.583 0.0676
H -0.429 -0.877 0.950 0.0781
H 0.938 -1.619 0.310 0.0600
H 0.762 -0.001 -1.720 0.0891
H 1.313 0.816 -0.343 0.1006
H -1.447 0.367 -0.698 0.0777
C -1.135 2.701 2.574 -0.7656
O -0.972 3.056 3.752 -0.0153
N -2.207 3.038 1.873 0.1770
N -0.352 1.879 1.993 0.2026
H -2.327 2.800 0.899 0.0900
H -2.991 3.464 2.347 0.1019
H 0.391 1.423 2.504 0.1127
H -0.551 1.535 1.065 0.0605
C -4.812 0.846 -0.420 -0.8236
O -3.633 0.748 -0.185 0.0197
N -5.374 0.371 -1.479 0.1845
N -5.662 1.467 0.275 0.2118
H -4.744 -0.082 -2.126 0.1246
H -6.383 0.359 -1.530 0.1179
H -6.597 1.387 -0.099 0.1252
H -5.402 1.784 1.198 0.1051
C 3.042 -0.602 2.434 -0.7308
O 1.919 -0.878 2.896 -0.0059
N 3.759 -1.370 1.632 0.1880
N 3.606 0.512 2.673 0.2006
H 3.565 -2.315 1.334 0.1130
H 4.649 -1.027 1.299 0.0499
H 4.482 0.783 2.251 0.0996
H 3.178 1.154 3.325 0.1225
C 0.426 -4.113 3.619 -0.8261
O 0.203 -3.651 4.721 0.0429
N -0.133 -5.176 3.138 0.1439
N 1.181 -3.645 2.725 0.1754
H 0.018 -5.498 2.193 0.1007
H -0.567 -5.858 3.745 0.1168
H 1.109 -4.109 1.831 0.1070
H 1.529 -2.702 2.823 0.0614

=====

What is the multiplicity in the first record?
1

=====

Which value of multiplicity does entry 2 give?
1

=====

Which value of multiplicity does entry 2 give?
1